Record 1
DFT (wB97M-V/def2-TZVPD) results for C18H52F7HfN4O6P as an isolated structure in a non-equilibrium geometry.

Gap between HOMO and LUMO in Ha: 0.1534
M in g mol⁻¹: 763.086

The geometry in ORCA input format:
```
! wB97M-V def2-TZVPD RIJCOSX def2/J DEFGRID3
* xyz 2 1
Hf 2.18 0.70 1.65
P 0.79 -3.30 3.90
F -0.67 -2.88 3.37
F 0.74 -1.93 4.85
F 0.21 -4.16 5.09
F 2.30 -3.52 4.40
F 0.89 -4.54 2.92
F 1.44 -2.31 2.68
F 0.64 -0.34 0.69
C -0.66 -3.59 0.29
O -0.18 -2.94 -0.90
H 0.18 -4.05 0.82
H -1.17 -2.89 0.95
H -1.40 -4.34 -0.01
H 0.04 -2.03 -0.67
C 2.78 -2.20 -0.26
O 3.26 -1.26 0.73
H 2.07 -2.86 0.24
H 2.25 -1.76 -1.10
H 3.58 -2.81 -0.68
H 4.05 -1.67 1.13
C 3.24 0.53 -2.83
C 3.68 0.92 -1.41
C 4.63 2.09 -1.47
O 5.20 2.14 -0.17
C 6.19 3.17 -0.01
N 2.42 1.21 -0.63
H 2.71 -0.43 -2.82
H 4.13 0.24 -3.40
H 2.67 1.30 -3.34
H 4.21 0.09 -0.96
H 4.21 3.06 -1.76
H 5.41 1.86 -2.21
H 5.79 4.13 -0.35
H 7.05 2.91 -0.63
H 6.38 3.32 1.05
H 1.65 0.62 -1.04
H 2.08 2.04 -1.12
C -3.75 0.99 -0.19
C -2.98 -0.26 0.23
C -3.72 -1.08 1.28
O -3.90 -0.33 2.46
C -4.82 -0.94 3.35
N -2.82 -1.05 -0.99
H -4.78 0.84 -0.51
H -3.27 1.47 -1.05
H -3.78 1.74 0.60
H -1.98 0.00 0.56
H -3.20 -2.02 1.53
H -4.65 -1.40 0.79
H -4.50 -1.94 3.65
H -5.83 -1.04 2.94
H -4.85 -0.31 4.24
H -3.70 -1.30 -1.43
H -2.23 -1.87 -0.93
C -0.24 -1.26 -3.78
C -0.52 0.25 -3.77
C -1.98 0.51 -4.13
O -2.15 1.90 -4.39
C -2.09 2.22 -5.76
N -0.25 0.73 -2.39
H 0.78 -1.50 -3.52
H -0.53 -1.65 -4.76
H -0.91 -1.74 -3.06
H 0.14 0.72 -4.49
H -2.65 0.33 -3.29
H -2.31 -0.15 -4.95
H -1.25 1.72 -6.26
H -1.99 3.30 -5.87
H -3.01 1.97 -6.32
H -0.58 1.69 -2.38
H -0.85 0.16 -1.79
C -1.55 0.56 4.47
C -0.70 0.71 3.22
C -0.63 2.14 2.74
O 0.36 2.19 1.68
C -0.14 2.88 0.52
N 0.70 0.30 3.48
H -1.23 1.23 5.28
H -1.50 -0.48 4.80
H -2.58 0.86 4.27
H -1.07 0.12 2.38
H -0.34 2.84 3.53
H -1.61 2.48 2.41
H -0.96 2.30 0.06
H 0.57 2.91 -0.29
H -0.60 3.83 0.75
H 0.62 -0.73 3.67
H 0.84 0.68 4.43
*
```


Record 2
DFT (wB97M-V/def2-TZVPD) results for a 2-piece molecular cluster, C3H7O3 overall in a non-equilibrium geometry.

Gap between HOMO and LUMO in Ha: 0.3073
M in g mol⁻¹: 91.086

The geometry in ORCA input format:
```
! wB97M-V def2-TZVPD RIJCOSX def2/J DEFGRID3
* xyz -1 1
C 1.31 0.76 -1.84
C 0.03 0.16 -1.09
O 0.19 -0.64 -0.17
O -0.98 0.73 -1.48
H 2.05 1.07 -1.20
H 0.86 1.66 -2.51
H 1.73 -0.09 -2.42
C -1.22 -0.32 1.84
O -0.11 -1.24 2.21
H 0.57 -1.39 1.52
H -1.71 -1.01 1.08
H -1.80 -0.27 2.73
H -0.91 0.60 1.32
*
```


Record 3
DFT (wB97M-V/def2-TZVPD) results for a 2-piece molecular cluster, C9H11NO3S overall in a non-equilibrium geometry.

Gap between HOMO and LUMO (spin up / spin down) in Ha: 0.2069 / 0.2068
M in g mol⁻¹: 213.258

The geometry in ORCA input format:
```
! wB97M-V def2-TZVPD RIJCOSX def2/J DEFGRID3
* xyz 0 1
C -0.12 0.45 -1.66
C 0.20 0.97 0.69
C 1.12 -0.16 -1.60
C 1.30 0.18 0.84
C -0.69 0.96 -0.50
C 1.81 -0.41 -0.39
C -2.74 1.85 0.78
C 3.73 -1.40 0.69
C -1.95 1.41 -0.45
N -2.58 -1.23 -1.40
O -0.78 -2.40 -0.14
O -2.67 -1.33 1.06
O 2.88 -1.13 -0.47
S -1.98 -1.68 -0.14
H -0.68 0.55 -2.66
H -0.18 1.58 1.59
H 1.49 -0.84 -2.38
H 1.73 0.10 1.78
H -3.76 2.07 0.41
H -2.35 2.51 1.50
H -2.83 0.87 1.23
H 4.22 -0.49 0.84
H 4.34 -2.12 0.37
H 2.99 -1.79 1.37
H -2.51 1.46 -1.35
*
```